# 1
Entry from the Open Molecules 2025 dataset: C30H45BrHfO2P2 as an isolated structure at a distorted geometry (ωB97M-V/def2-TZVPD).

Structure (ORCA input):
```
! RIJCOSX wB97M-V def2-TZVPD def2/J DEFGRID3
* xyz 2 1
Hf 1.5760 -0.6965 -1.4331
C -0.6717 -1.0329 1.1215
C -0.4804 -1.8495 -0.0141
C 1.5988 -1.4609 1.0165
C 0.5743 -0.7854 1.7474
C 0.9223 -2.2652 0.0167
C -1.9730 -0.4989 1.6032
H -2.8089 -0.9392 1.0510
H -2.0385 0.5965 1.5080
H -2.1015 -0.7261 2.6695
C 0.7302 0.0154 2.9824
H -0.2551 0.3143 3.3577
H 1.2684 0.9327 2.7406
H 1.2888 -0.4748 3.7917
C 3.0947 -1.3859 1.0755
H 3.5899 -2.3282 1.3670
H 3.4192 -0.5930 1.7610
H 3.5506 -1.1179 0.0848
C 1.6051 -3.4003 -0.6811
H 2.2582 -3.8694 0.0829
H 2.2899 -3.1423 -1.5420
H 0.8703 -4.1680 -0.9951
C -1.5059 -2.4660 -0.8950
H -1.2272 -3.5072 -1.1128
H -1.5703 -1.9318 -1.8570
H -2.4995 -2.4385 -0.4280
C -2.1413 3.0992 -1.7676
C -2.9753 2.0559 -1.6301
C -3.5483 1.1136 -2.6488
C -3.4952 1.6655 -4.0925
C -2.2459 1.1809 -4.6650
C -0.9159 1.0999 -4.1568
C -0.2387 2.0777 -3.1342
C -1.0932 3.3042 -2.8323
H -4.5772 0.8677 -2.3259
H -3.6587 2.7647 -4.0823
H -3.0363 0.1332 -2.6292
H -1.5023 3.6887 -3.7728
H -2.1398 3.8566 -0.9612
H -3.3077 1.8523 -0.6034
H -0.3944 4.0605 -2.4510
H -0.0553 1.5319 -2.1779
H -0.7554 0.0877 -3.6167
H 0.8031 2.3975 -3.3828
H -4.3235 1.2490 -4.7372
H -2.4664 0.5394 -5.5322
P 0.3759 0.9412 -5.5082
C 0.7575 2.6468 -6.0306
C -0.2915 0.3917 -7.1054
P 2.0336 -0.9328 -3.6705
C 2.0237 0.4164 -4.9345
C 1.9050 -2.3641 -4.7646
C 3.7763 -0.7916 -3.0040
H 1.7567 2.9431 -5.7169
H 0.0624 3.4295 -5.7387
H 0.7908 2.6824 -7.1179
H 0.2986 0.8535 -7.9078
H -1.3497 0.6514 -7.2712
H -0.1716 -0.6778 -7.2691
H 4.2009 -0.1693 -3.8025
H 4.3035 -1.7537 -2.9644
H 3.9967 -0.2384 -2.0643
H 2.6067 1.2498 -4.4739
H 2.5513 0.0073 -5.8210
H 2.4457 -3.2169 -4.3315
H 2.3126 -2.0871 -5.7494
H 0.8375 -2.6357 -4.8144
Br 0.0736 4.3465 0.8668
C 1.4173 3.4282 1.8195
C 1.5763 3.7039 3.1836
C 2.5776 3.0569 3.9232
C 3.4538 2.1692 3.2856
C 3.3279 1.9306 1.9028
C 2.2991 2.5284 1.1646
C 2.0860 2.2851 -0.3003
O 2.0047 3.2088 -1.0860
O 1.9433 1.0164 -0.6871
H 0.9491 4.4523 3.6632
H 2.6987 3.2649 4.9909
H 4.2618 1.6780 3.8547
H 4.0515 1.3044 1.3700
*
```

total energy: -125841.3854 eV
E_LUMO (spin up / spin down): -7.10 / -7.10 eV


# 2
Entry from the Open Molecules 2025 dataset: a 5-piece molecular cluster, C45H101FN6O11P overall at a distorted geometry (ωB97M-V/def2-TZVPD).

Structure (ORCA input):
```
! RIJCOSX wB97M-V def2-TZVPD def2/J DEFGRID3
* xyz 1 1
C -0.7599 -4.6348 1.4614
C -1.9292 -5.0316 0.6011
N -1.5306 -5.0504 -0.8257
C -1.7217 -4.0202 -1.7176
P -2.4874 -2.4576 -1.3062
O -3.2911 -1.8841 -2.3813
C -1.2181 -4.4145 -2.8669
C -1.1627 -3.6442 -4.1314
C -2.4561 -3.7273 -4.8569
F -0.8469 -2.3688 -3.8019
N -0.7207 -5.6455 -2.7006
C -0.0082 -6.3924 -3.7362
C 1.4166 -6.6422 -3.3149
C 2.4238 -5.7980 -4.0750
C 2.6983 -4.4434 -3.3783
C 2.6663 -3.3167 -4.3919
C 2.5787 -1.8633 -3.8626
C 2.1827 -1.6592 -2.4253
C 2.3814 -0.1824 -2.0451
C 1.1410 0.7086 -2.0497
C 0.7124 1.0507 -0.6649
C -0.5565 1.8327 -0.6001
O -1.7045 1.0243 -0.8672
C -2.5446 1.6047 -1.8484
C -0.9448 -6.0490 -1.4414
C -0.6560 -7.3484 -0.7982
O -1.7489 -8.2195 -0.8967
C -1.8437 -9.0088 -2.0694
H -1.0858 -4.3390 2.4329
H -0.2416 -3.8329 0.9803
H -0.0530 -5.4286 1.5337
H -2.6935 -4.2993 0.7105
H -2.3028 -5.9993 0.8479
H -3.3044 -2.7097 -0.1964
H -1.5069 -1.5653 -0.8638
H -0.3823 -4.0510 -4.7428
H -2.7630 -4.7558 -4.8670
H -3.1984 -3.1803 -4.3183
H -2.3603 -3.3947 -5.8688
H -0.5420 -7.2933 -3.9307
H -0.0282 -5.8375 -4.6387
H 1.6616 -7.6800 -3.4081
H 1.5308 -6.4160 -2.2815
H 2.0960 -5.6151 -5.0732
H 3.3198 -6.3726 -4.1416
H 3.6759 -4.5070 -2.9580
H 1.9526 -4.3383 -2.6130
H 3.5863 -3.4043 -4.9300
H 1.8678 -3.4808 -5.0939
H 1.8153 -1.3692 -4.4267
H 3.5084 -1.3724 -4.0695
H 2.7615 -2.2407 -1.7342
H 1.1352 -1.8594 -2.3224
H 2.8440 -0.1154 -1.0783
H 3.0734 0.2492 -2.7337
H 0.3218 0.3200 -2.6310
H 1.4066 1.6418 -2.4911
H 0.5983 0.1636 -0.0604
H 1.4583 1.6549 -0.1870
H -0.5470 2.6617 -1.2802
H -0.6623 2.2294 0.3915
H -2.7270 2.6443 -1.6410
H -3.4822 1.1007 -1.8193
H -2.1190 1.4959 -2.8329
H -0.5365 -7.1805 0.2419
H 0.2526 -7.7874 -1.1578
H -2.6225 -8.6365 -2.7061
H -2.1092 -10.0051 -1.7941
H -0.9046 -9.0647 -2.5823
C -0.6748 8.4916 3.5972
O -1.6906 7.5179 3.4442
C -2.7926 7.9261 2.6453
C -2.8187 7.1857 1.3286
N -1.7224 7.6007 0.4632
C -1.5231 6.7659 -0.7158
C -1.1534 5.3031 -0.5064
O 0.1335 5.0934 0.0368
C 0.2482 5.1852 1.4471
H 0.0074 8.1312 4.3643
H -0.1044 8.6438 2.6743
H -1.0904 9.4495 3.9212
H -2.7896 9.0081 2.4896
H -3.6992 7.6706 3.1999
H -3.7654 7.3926 0.8211
H -2.7843 6.1114 1.5595
H -0.8670 7.6050 1.0005
H -0.7222 7.2236 -1.3008
H -2.4278 6.8117 -1.3304
H -1.1245 4.8323 -1.4939
H -1.9096 4.7575 0.0740
H -0.6557 4.8446 1.9586
H 0.4922 6.2042 1.7544
H 1.0800 4.5510 1.7511
C -6.6397 -6.8448 1.2232
O -5.9138 -5.6334 1.1002
C -6.3259 -4.8015 0.0221
C -7.0190 -3.5525 0.5148
N -8.3226 -3.8592 1.0799
C -8.9619 -2.7512 1.7889
C -8.2779 -2.1827 3.0254
O -8.2462 -3.0540 4.1372
C -7.1949 -3.9962 4.1580
H -6.1196 -7.4633 1.9517
H -7.6605 -6.6782 1.5794
H -6.6773 -7.3817 0.2713
H -6.9523 -5.3489 -0.6868
H -5.4108 -4.5011 -0.5032
H -7.1509 -2.8671 -0.3277
H -6.3516 -3.0704 1.2451
H -8.2282 -4.6363 1.7183
H -9.9498 -3.0996 2.0953
H -9.1223 -1.9365 1.0765
H -8.8682 -1.3223 3.3475
H -7.2710 -1.8016 2.8108
H -6.2875 -3.6029 3.6907
H -7.4798 -4.9345 3.6715
H -6.9779 -4.2226 5.2016
C 3.1730 3.7751 -2.4142
O 4.2537 2.8633 -2.4802
C 5.0039 2.9154 -3.6869
C 6.3808 3.4890 -3.4491
N 6.3155 4.9085 -3.1332
C 7.5672 5.4869 -2.6497
C 8.1581 4.9592 -1.3482
O 7.4078 5.2661 -0.1893
C 6.3353 4.3943 0.1033
H 2.5801 3.5154 -1.5380
H 3.5187 4.8070 -2.2979
H 2.5374 3.6984 -3.3018
H 4.4698 3.4757 -4.4593
H 5.1171 1.8852 -4.0380
H 6.9829 3.3548 -4.3524
H 6.8440 2.9034 -2.6425
H 5.6047 5.0541 -2.4306
H 7.3929 6.5567 -2.5177
H 8.3195 5.3853 -3.4378
H 9.1208 5.4565 -1.2106
H 8.3708 3.8836 -1.3902
H 6.5475 3.3678 -0.2075
H 5.4005 4.7296 -0.3570
H 6.1900 4.4067 1.1842
C 1.2058 1.6741 7.1350
O 2.6123 1.7981 7.1879
C 3.3234 0.8838 6.3661
C 3.9818 1.5832 5.1998
N 2.9969 2.0587 4.2359
C 3.5284 2.9530 3.2100
C 4.1266 4.2842 3.6527
O 3.1903 5.2046 4.1803
C 2.8692 5.0228 5.5486
H 0.7952 2.2903 7.9321
H 0.7942 2.0251 6.1815
H 0.8929 0.6388 7.2989
H 2.6727 0.0738 6.0240
H 4.1076 0.4432 6.9868
H 4.6541 0.8804 4.6988
H 4.5897 2.4004 5.6097
H 2.2633 2.5426 4.7336
H 2.7040 3.1742 2.5278
H 4.2775 2.4034 2.6306
H 4.5379 4.7661 2.7617
H 4.9665 4.1537 4.3449
H 3.7162 4.6355 6.1186
H 2.0065 4.3629 5.6784
H 2.5953 5.9972 5.9521
*
```

total energy: -91759.5507 eV
E_LUMO: -2.64 eV


# 3
Entry from the Open Molecules 2025 dataset: a 8-piece molecular cluster, C6H29NO7 overall at a distorted geometry (ωB97M-V/def2-TZVPD).

Structure (ORCA input):
```
! RIJCOSX wB97M-V def2-TZVPD def2/J DEFGRID3
* xyz 0 1
C -1.0166 3.2400 -0.9637
C -1.0497 1.9850 -0.1203
C -0.2257 2.1363 1.1660
C 1.2616 2.4546 0.8744
C 1.9739 1.7158 -0.3118
N 2.4715 0.3782 -0.0540
C 3.6172 0.3338 0.8423
H -0.0174 3.6077 -1.2197
H -1.5346 4.0878 -0.5218
H -1.4262 3.0976 -1.9699
H -2.0718 1.6887 0.1371
H -0.6786 1.1599 -0.7177
H -0.5691 2.9207 1.8223
H -0.1816 1.1988 1.7225
H 1.8259 2.2088 1.7731
H 1.3994 3.4977 0.5961
H 2.7642 2.4076 -0.5966
H 1.2442 1.5818 -1.1099
H 1.7793 -0.3178 0.1896
H 3.6087 1.0563 1.6671
H 3.6419 -0.6339 1.3379
H 4.5251 0.5296 0.2842
H 0.5670 -2.3590 -2.0570
H 0.4312 -3.3846 -0.9519
O 0.5709 -2.4374 -1.0762
H 2.4901 0.1341 -2.6426
H 1.3209 1.0377 -3.0206
O 1.8333 0.2827 -3.3375
H -0.4207 -1.5420 0.0696
H -1.0378 -0.3483 0.7281
O -0.4180 -1.0612 0.9214
H 0.5261 -0.7837 -3.6523
H -1.0208 -1.2873 -3.5437
O -0.0964 -1.5413 -3.5588
H -2.3445 -0.8718 3.6380
H -3.6522 -0.7444 3.0451
O -3.0671 -1.4524 3.3520
H 0.1834 -1.8647 2.6145
H -0.5426 -3.1899 2.9369
O -0.0648 -2.4618 3.3378
H -4.1730 -2.0239 -1.4056
H -4.4847 -2.2067 0.1021
O -4.4950 -1.5779 -0.6270
*
```

total energy: -22514.9634 eV
SMILES string: CCCCCNC.O.O.O.O.O.O.O
E_LUMO: 0.13 eV


# 4
Entry from the Open Molecules 2025 dataset: a 9-piece molecular cluster, H20O10 overall at a distorted geometry (ωB97M-V/def2-TZVPD).

Structure (ORCA input):
```
! RIJCOSX wB97M-V def2-TZVPD def2/J DEFGRID3
* xyz 0 1
H 0.5600 -0.1621 -0.1845
H -0.7468 -0.1996 0.5907
H 4.2501 0.3367 0.6696
H 5.7603 0.2847 0.5062
H -0.9605 2.9520 0.1666
H -2.2465 3.7583 0.0875
H -2.5109 0.6962 -1.9629
H -3.9180 1.0047 -1.4783
H 1.6794 2.3056 1.4264
H 3.1157 2.7371 1.6733
H 1.7019 -4.0454 -0.9914
H 2.2369 -2.8957 -1.8293
H 2.6754 2.6888 -1.1049
H 3.0688 1.4223 -1.8475
H 1.7286 -2.3493 0.9390
H 0.4532 -2.8711 0.2977
H -3.3294 -3.0987 1.2816
H -2.6021 -2.3768 2.4041
H -5.4197 1.0812 -0.2482
H -4.7071 -0.1348 0.3206
O -0.0349 -0.7666 0.2734
O 4.9626 -0.2388 0.3696
O -1.4426 3.5594 -0.4057
O -3.2782 0.2871 -1.5471
O 2.2593 3.0745 1.3873
O 2.5229 -3.6637 -1.3220
O 2.7527 1.7347 -0.9922
O 0.9032 -2.0535 0.5387
O -3.1924 -2.2221 1.6580
O -5.5511 0.1472 -0.0495
*
```

total energy: -20794.4353 eV
E_LUMO: -0.01 eV